[1]
{
  "formula": "C13H20F5NO5OsP2STe",
  "method": "ωB97M-V with the def2-TZVPD basis set",
  "total_charge": 0,
  "homo_energy_ev": [-9.23, -9.25],
  "lumo_energy_ev": [-2.1, -2.1],
  "total_energy_ha": -2877.33049,
  "symbols": ["C", "H", "C", "H", "H", "C", "H", "C", "O", "P", "H", "O", "C", "C", "F", "F", "F", "H", "N", "C", "H", "H", "S", "H", "H", "C", "P", "Os", "H", "H", "H", "F", "H", "H", "F", "H", "C", "C", "C", "H", "Te", "O", "C", "O", "O", "H", "C", "H", "H"],
  "positions_angstrom": [[-1.80, -2.75, -1.55], [-1.18, 2.44, 2.30], [2.97, 1.64, -0.15], [0.55, 2.36, 2.68], [-0.84, -2.50, 1.23], [2.66, -0.72, -0.45], [2.07, 0.00, 2.34], [1.15, -0.57, 2.48], [-1.87, -0.08, -0.62], [-2.34, -1.51, -0.38], [-4.47, -0.74, 0.34], [0.56, 1.49, -2.55], [4.86, 0.15, -0.08], [-1.67, -0.69, 2.13], [-2.62, 4.22, -1.17], [-3.73, 1.91, -1.99], [-1.76, 3.26, -3.22], [4.42, -1.93, -0.37], [7.41, -0.22, 0.20], [4.02, -0.93, -0.30], [-0.72, -2.81, -1.56], [-0.62, 1.53, 3.74], [-0.08, 0.25, -3.19], [0.96, -0.70, 3.55], [-2.13, -2.44, -2.54], [6.28, -0.05, 0.08], [-0.22, 0.33, 1.70], [0.07, 0.83, -0.63], [-2.56, -0.05, 2.03], [-4.54, -2.45, -0.19], [-2.53, -2.65, 1.72], [-2.71, 2.31, 0.33], [5.00, 2.28, 0.13], [-4.43, -1.12, -1.39], [0.40, 2.56, 0.10], [2.01, -1.56, -0.65], [-0.39, 1.81, 2.71], [4.34, 1.43, -0.02], [2.12, 0.57, -0.35], [2.58, 2.65, -0.10], [-2.05, 2.49, -1.52], [0.21, -0.71, -1.99], [-4.12, -1.46, -0.40], [0.57, -0.17, -4.38], [-1.53, 0.46, -3.29], [-2.25, -3.70, -1.28], [-1.79, -1.96, 1.29], [1.29, -1.55, 2.02], [-1.57, -0.95, 3.19]],
  "mulliken_charge": [-1.2334, 0.2975, 0.0597, 0.3649, 0.3607, -0.1065, 0.3621, -1.4830, -0.1982, 0.8558, 0.3314, -0.6483, 0.4508, -1.1851, -0.3825, -0.3802, -0.4374, 0.4625, -0.5265, -0.7246, 0.2933, 0.5061, 1.2422, 0.5160, 0.3722, -0.1127, 1.0266, 1.2168, 0.3770, 0.4560, 0.5670, -0.5768, 0.4464, 0.3629, -0.6580, 0.4983, -1.4688, -0.6423, -0.1447, 0.5098, 1.6995, -0.7955, -1.3318, -0.6619, -0.5995, 0.4685, -0.8555, 0.3745, 0.6747]
}

[2]
{
  "formula": "C13H20F6N3O5",
  "method": "ωB97M-V with the def2-TZVPD basis set",
  "total_charge": 1,
  "homo_energy_ev": -13.26,
  "lumo_energy_ev": -3.5,
  "total_energy_ha": -1646.76685,
  "symbols": ["F", "H", "C", "N", "C", "H", "H", "O", "C", "C", "C", "F", "C", "H", "N", "C", "H", "H", "H", "F", "H", "C", "H", "H", "O", "O", "C", "C", "H", "H", "H", "N", "C", "C", "F", "F", "H", "F", "O", "H", "H", "H", "H", "H", "C", "O", "H"],
  "positions_angstrom": [[-1.88, 1.52, -2.37], [1.40, -5.85, 4.13], [-0.43, -5.34, 1.94], [3.28, 0.98, 1.73], [-0.57, -5.28, 0.41], [-0.47, 0.33, -0.13], [3.23, -1.47, -0.55], [4.18, 0.67, -0.52], [3.71, 0.84, 0.68], [2.18, 1.45, -1.78], [-2.91, 2.37, -2.53], [0.54, -4.77, -0.17], [3.21, 0.36, -1.52], [0.74, -1.87, -0.58], [2.56, -0.96, -1.13], [0.36, 0.26, -0.83], [1.77, 1.25, -2.78], [-2.56, 6.89, -2.11], [-4.66, 6.04, -1.04], [-0.78, -6.48, -0.10], [1.36, 1.82, 0.07], [1.45, -4.78, 4.32], [-3.70, 5.19, 0.17], [-0.70, -4.51, 4.30], [-0.77, -6.28, 2.58], [-3.64, 4.46, -1.77], [0.19, -4.09, 3.84], [1.23, -0.91, -0.38], [1.47, -0.85, 0.68], [0.22, -3.02, 4.04], [-0.06, 0.07, -1.82], [1.08, 1.52, -0.86], [-2.81, 3.49, -1.46], [-3.70, 5.58, -0.84], [-2.87, 2.85, -3.77], [-4.04, 1.68, -2.37], [1.55, -4.63, 5.40], [-1.59, -4.48, 0.07], [0.06, -4.19, 2.39], [2.45, -1.52, -1.98], [2.72, 2.40, -1.86], [3.81, 0.18, -2.42], [2.33, -4.37, 3.83], [-1.60, 6.08, -0.87], [-2.56, 6.54, -1.08], [-2.10, 3.39, -0.50], [-2.67, 7.41, -0.43]],
  "mulliken_charge": [-0.1973, 0.3261, 0.3015, -0.3865, 0.9076, 0.4094, 0.3742, -0.4415, 0.5697, -0.8081, 0.8351, -0.2599, -0.1552, 0.3308, -0.2180, -0.8083, 0.4055, 0.3074, 0.3136, -0.2301, 0.3468, -1.0903, 0.3143, 0.3253, -0.4895, -0.3197, -0.2349, -0.5746, 0.3651, 0.3099, 0.4147, -0.1971, 0.3675, -0.2111, -0.2539, -0.2646, 0.3830, -0.2533, -0.2715, 0.4732, 0.4162, 0.4959, 0.2878, 0.3034, -1.0749, -0.5157, 0.3720]
}

[3]
{
  "formula": "C13H20N5O2",
  "method": "ωB97M-V with the def2-TZVPD basis set",
  "total_charge": 1,
  "homo_energy_ev": -9.96,
  "lumo_energy_ev": -3.5,
  "total_energy_ha": -931.16369,
  "symbols": ["C", "C", "H", "C", "C", "C", "C", "H", "C", "N", "H", "C", "N", "N", "N", "H", "H", "H", "O", "H", "C", "H", "H", "H", "C", "H", "H", "H", "H", "H", "H", "C", "H", "H", "H", "H", "N", "O", "C", "C"],
  "positions_angstrom": [[-0.42, 0.59, -1.12], [-3.69, -0.15, 0.70], [6.76, -3.83, 0.24], [2.94, 0.11, 1.21], [0.77, -0.15, -0.31], [-7.09, -0.58, 2.07], [-1.68, 0.62, -0.17], [-1.53, 2.52, 1.26], [6.80, -3.26, 1.16], [-2.70, -0.40, -0.28], [-3.89, 1.35, 2.20], [1.57, 2.33, -3.74], [-6.56, -1.49, 2.57], [-3.31, 1.00, 1.41], [5.09, -1.20, 1.03], [6.53, -3.91, 2.00], [-0.04, 1.60, -1.46], [-2.66, -1.17, -0.97], [3.40, -1.21, 0.84], [-0.67, -0.11, -1.99], [-2.09, 1.59, 0.94], [2.73, 1.27, -5.18], [2.11, 0.27, -3.85], [1.19, 1.50, 1.23], [1.74, 0.86, 0.46], [0.36, -0.91, 0.42], [7.82, -2.89, 1.32], [2.81, -1.91, 1.24], [-8.43, 1.08, 2.14], [-7.02, 1.31, 1.09], [1.43, -0.74, -1.04], [5.85, -2.11, 1.09], [3.47, 1.38, -3.57], [-4.60, -0.84, 0.82], [-8.35, 0.25, 0.57], [2.24, 1.55, -0.31], [0.82, 3.18, -3.45], [3.55, 0.68, 2.13], [-7.77, 0.59, 1.43], [2.53, 1.24, -4.11]],
  "mulliken_charge": [-0.3016, -0.1786, 0.2720, 0.1944, -0.5011, 0.3556, 0.1154, 0.4003, -0.8572, -0.0517, 0.2774, 0.4254, -0.4061, -0.0265, -0.5085, 0.2687, 0.2666, 0.2972, -0.2306, 0.2252, -0.5132, 0.3288, 0.2402, 0.1716, -0.0877, 0.3187, 0.2648, 0.3239, 0.2950, 0.2537, 0.3139, 0.4104, 0.2803, 0.2568, 0.2850, 0.2338, -0.4599, -0.4707, -0.7210, -0.7606]
}

[4]
{
  "formula": "C13H20N7O4S5SbTc",
  "method": "ωB97M-V with the def2-TZVPD basis set",
  "total_charge": 1,
  "homo_energy_ev": [-11.69, -11.71],
  "lumo_energy_ev": [-6.1, -6.1],
  "total_energy_ha": -3503.42141,
  "symbols": ["C", "H", "S", "C", "H", "H", "N", "C", "H", "O", "C", "O", "H", "C", "O", "C", "H", "H", "H", "O", "H", "C", "H", "H", "C", "N", "N", "H", "C", "H", "S", "S", "Tc", "C", "Sb", "C", "H", "H", "N", "N", "C", "N", "S", "H", "H", "H", "S", "C", "H", "H", "N"],
  "positions_angstrom": [[10.95, 14.75, 10.10], [10.98, 10.27, 10.09], [4.31, 11.58, 8.63], [8.24, 14.99, 5.13], [9.68, 5.82, 9.47], [8.13, 6.69, 7.19], [10.72, 12.32, 10.07], [11.40, 6.73, 11.49], [9.88, 6.17, 5.55], [8.45, 13.24, 8.31], [7.84, 13.78, 7.20], [12.74, 13.23, 10.53], [8.79, 5.17, 7.52], [10.01, 10.93, 11.86], [9.07, 11.89, 11.82], [9.05, 6.21, 7.49], [6.10, 14.01, 6.30], [11.89, 7.70, 11.67], [8.94, 15.28, 10.07], [9.96, 9.99, 12.59], [11.77, 6.01, 12.23], [10.19, 6.49, 6.55], [11.09, 5.92, 6.82], [11.44, 15.47, 10.73], [9.89, 6.86, 11.67], [9.32, 6.58, 8.89], [6.53, 13.73, 7.16], [11.66, 6.37, 10.50], [9.14, 7.74, 9.49], [9.37, 5.92, 11.55], [5.08, 9.77, 12.08], [6.71, 13.14, 10.92], [8.81, 12.60, 10.00], [11.06, 11.13, 10.76], [5.29, 11.20, 10.52], [8.72, 14.34, 6.31], [9.64, 7.21, 12.67], [9.44, 14.72, 11.51], [11.23, 14.27, 6.87], [7.78, 15.49, 4.20], [10.12, 14.29, 6.58], [9.53, 14.58, 10.51], [8.74, 9.09, 8.39], [10.45, 7.55, 6.51], [12.07, 11.16, 11.19], [9.16, 8.80, 11.17], [7.89, 10.47, 9.65], [11.60, 13.42, 10.24], [5.99, 13.14, 7.79], [10.96, 15.08, 9.05], [9.32, 7.88, 10.77]],
  "mulliken_charge": [-0.3386, 0.1325, -0.4912, -0.4980, 0.2371, 0.4572, 0.4294, -0.8795, 0.3515, -0.0420, 0.8450, -0.5672, 0.3964, 0.5371, -0.4304, -0.9111, 0.2373, 0.2556, 0.3474, -0.5996, 0.3784, -0.9068, 0.3111, 0.4166, -0.9031, -0.0950, -0.1748, 0.3143, 0.8899, 0.5014, -0.4373, -0.2368, 0.3221, -0.3690, 0.8713, 0.2696, 0.4131, 0.2793, -0.5771, -0.4116, 0.1351, -0.3287, -0.0562, 0.3188, 0.4599, -0.1912, -0.1183, 0.4421, -0.1080, 0.1310, -0.0093]
}